139
Properties=species:S:1:pos:R:3:mulliken_charge:R:1 method="wB97M-V/def2-TZVPD" total_energy_ev=-193640.88707 de_lowest_kj_mol=88.9 homo_ev=-1.81 total_charge=-2 spin_multiplicity=1 e_lumo_ev=3.8 gap_ev=5.61
Sn -0.201 -0.605 -0.301 -0.1148
Ge 0.118 -0.242 3.200 2.9571
S -2.123 -3.658 -0.701 -0.0576
S 0.151 3.046 0.419 1.3546
S -1.568 -4.470 2.148 -0.2096
Si -0.844 -0.639 -2.919 1.2093
Si 0.501 1.102 -3.852 0.3693
Si 0.272 -2.454 -4.029 1.1762
Si -3.499 -0.440 -3.354 2.3504
O -2.036 0.575 0.623 0.4603
O 0.114 2.023 -0.694 -1.6617
O -4.936 -1.004 -0.296 -0.8266
O -4.068 1.357 1.153 -0.7602
O -3.227 -0.339 -1.588 0.3627
N -3.575 -3.069 1.445 -0.0014
N 2.250 -1.051 -0.648 1.0273
C 2.246 0.883 4.961 -0.6142
C 2.536 -2.368 -0.344 -0.6667
C -0.278 -4.224 -3.644 -1.0207
C 5.571 0.508 -1.199 -1.0787
C -3.188 2.314 3.887 -0.6824
C 0.175 -3.650 5.730 -0.7479
C 3.044 -0.270 3.030 -0.1300
C -2.508 3.630 -0.326 0.1773
C -4.922 0.819 -3.202 -1.5162
C -2.517 -3.671 0.911 0.2331
C -3.784 -3.187 2.873 -1.1618
C 3.819 -4.127 0.762 -0.6698
C -2.815 5.064 -0.750 -1.8874
C 1.594 -3.359 -0.662 0.9025
C 1.739 -4.675 -0.267 -0.6620
C -3.933 -0.338 -0.498 -1.6252
C -2.378 1.227 3.590 -0.3229
C -2.432 -3.563 3.465 0.9458
C 0.594 4.625 -0.368 -1.0759
C -2.989 0.031 -5.147 -1.5365
C 4.614 0.625 4.613 -0.7501
C 2.522 4.217 -1.966 -0.2980
C -1.125 -1.207 5.790 0.1900
C -1.235 3.680 4.170 -1.0277
C 1.968 0.212 3.767 0.3319
C 2.249 1.226 -3.178 1.2495
C -0.272 -1.483 4.725 -0.9126
C -0.052 -1.257 1.621 0.0650
C 2.161 -2.392 -3.940 -0.6727
C 0.377 -2.722 4.720 -0.1052
C 4.231 1.979 0.118 -1.1004
C 2.083 4.811 -0.634 -0.3731
C 3.553 1.094 5.379 -0.8168
C 3.178 1.080 0.060 0.9306
C 4.357 -0.067 3.440 -0.2884
C -0.170 -2.420 -5.879 -1.4107
C -4.172 -2.183 -3.564 -0.9701
C -3.303 0.609 0.536 0.5119
C -1.551 3.503 0.859 1.6778
C 5.440 1.710 -0.508 -1.1039
C -0.695 -3.362 6.777 -0.5239
C -0.988 1.340 3.575 0.2515
C -1.344 -2.137 6.804 -0.6713
C 2.860 -5.084 0.444 -1.0412
C 4.532 -0.401 -1.245 -0.1936
C 3.667 -2.804 0.388 -0.6059
C -2.617 3.542 4.189 -0.7849
C -0.293 2.813 -3.677 -0.5207
C 3.301 -0.151 -0.600 0.2561
C 0.727 0.943 -5.736 -1.2143
C -0.433 2.588 3.858 -0.1620
H 0.239 -3.331 -6.329 0.4246
H -3.436 3.137 -0.035 0.4843
H -2.114 3.056 -1.166 -0.4369
H 4.648 -1.331 -1.788 0.4200
H 2.754 2.124 -3.550 0.7205
H 3.746 1.623 6.307 0.3800
H 2.848 -0.810 2.111 -0.1039
H 0.220 3.533 -4.323 0.4939
H -5.677 0.482 -2.488 0.3778
H -3.228 5.636 0.086 0.3941
H -4.133 -2.233 3.270 0.3795
H 1.893 4.596 -2.776 0.3883
H -2.518 -4.184 4.354 0.6269
H 2.841 0.356 -3.467 0.3905
H 1.059 1.918 -6.110 0.3945
H -0.281 -4.502 -2.595 -0.0159
H 1.430 1.231 5.586 0.3940
H -2.582 1.042 -5.212 0.2608
H 2.503 -2.034 -2.966 -0.3162
H -3.879 -0.012 -5.790 0.5763
H -2.024 -1.901 7.616 0.3978
H 3.560 4.470 -2.190 0.4944
H -1.643 -0.254 5.830 0.2611
H 4.696 -4.412 1.335 0.3898
H 2.238 1.260 -2.089 -2.2320
H -4.545 -3.949 3.082 0.3111
H 2.977 -6.115 0.757 0.3502
H -5.404 1.018 -4.163 0.3686
H 0.390 -4.910 -4.175 0.4611
H 5.636 0.796 4.933 0.3640
H -4.264 2.207 3.840 0.3681
H -3.248 4.395 4.414 0.3581
H -1.933 5.594 -1.111 0.3183
H 5.173 -0.436 2.829 0.4107
H -2.841 0.284 3.325 0.2795
H -1.847 -2.675 3.691 -0.9054
H -3.358 -2.902 -3.673 0.0129
H -4.807 -2.243 -4.454 0.3592
H 6.260 2.416 -0.457 0.4103
H 4.108 2.897 0.683 0.4590
H -0.190 0.677 -6.262 0.2777
H 2.590 -3.384 -4.111 0.4497
H -4.749 -2.475 -2.686 0.2304
H 4.425 -2.087 0.674 0.1739
H -4.529 1.769 -2.823 0.2241
H -3.553 5.075 -1.555 0.4175
H 0.955 -5.383 -0.513 0.4580
H 0.859 -1.874 1.605 -0.7996
H 1.494 0.209 -5.989 0.3205
H -1.293 -4.379 -4.022 0.2924
H 0.643 2.717 3.826 0.5513
H -1.878 2.715 1.532 -2.4230
H -1.251 -2.440 -6.030 0.2702
H -2.242 -0.655 -5.541 0.1354
H -1.455 4.426 1.437 1.2553
H -1.351 2.806 -3.943 0.1943
H 2.253 1.291 0.583 -0.2991
H 0.704 -3.062 -1.200 -0.4002
H 1.037 -2.974 3.895 0.3329
H 0.216 5.383 0.319 0.6706
H 2.440 3.133 -1.965 -0.5707
H -4.152 -2.462 0.866 0.1668
H 0.690 -4.604 5.698 0.4115
H 6.499 0.278 -1.714 0.3106
H -0.864 -4.088 7.564 0.3276
H 2.656 4.376 0.192 0.0602
H -0.209 3.141 -2.642 -0.5567
H 0.231 -1.565 -6.420 0.3319
H 2.296 5.884 -0.624 0.4116
H 2.550 -1.712 -4.703 0.4482
H 0.024 4.685 -1.298 0.0087
H -0.780 4.640 4.387 0.4351



136
Properties=species:S:1:pos:R:3:mulliken_charge:R:1 method="wB97M-V/def2-TZVPD" total_energy_ev=-91520.70236 homo_ev=-10.42 total_charge=+1 spin_multiplicity=1 e_lumo_ev=-2.3 gap_ev=8.09
I 0.882 -5.132 -1.315 0.0296
S -4.225 0.535 -0.919 0.0270
F 1.138 -12.364 -2.945 -0.2440
F 1.820 5.297 1.058 -0.3080
F 1.538 -8.111 2.539 -0.3070
F 2.096 9.216 4.646 -0.2921
O -4.235 -2.904 0.258 -0.3759
O -7.652 4.769 -2.486 -0.2713
O 8.176 4.095 1.265 -0.2596
N -2.798 -0.517 1.360 0.2347
C 4.053 1.273 -2.090 -0.4703
C 0.205 -12.454 -3.902 0.4536
C 2.866 7.274 1.806 -0.5716
C -8.471 4.697 -1.251 -0.5686
C -7.446 4.974 0.040 -0.5661
C -2.528 -1.902 1.994 0.0906
C -3.464 1.940 2.142 -0.3460
C 0.744 -4.196 0.663 -1.0131
C 3.144 1.408 -3.475 -0.6297
C -0.683 -11.401 -4.095 -0.0955
C 7.452 3.395 -1.036 -0.4851
C 1.215 -9.334 -0.860 -0.4957
C 4.128 5.226 1.535 -0.5472
C -3.814 0.301 2.132 -0.9752
C -6.653 3.520 0.270 -0.5908
C 9.436 4.624 1.825 -0.6437
C -3.723 -2.958 1.628 -0.6312
C 8.419 3.036 0.268 -0.4420
C -0.839 -3.932 1.134 -0.4392
C 1.720 -10.628 -0.711 -0.3696
C 1.134 8.521 5.269 0.2939
C 6.648 2.061 -1.617 -0.5747
C 0.977 0.030 -2.610 -0.0024
C -1.546 -0.295 -0.906 -0.5199
C 2.222 0.069 -3.687 -0.5991
C -1.650 -11.493 -5.095 -0.5013
C -1.157 8.316 5.976 -0.3774
C 1.149 -8.483 0.243 0.0813
C -0.857 7.083 6.560 -0.4722
C 4.021 7.929 2.234 -0.2877
C -8.506 5.485 -3.484 -0.6326
C 5.285 5.883 1.953 -0.1636
C 2.930 5.928 1.464 0.4075
C -1.727 -12.641 -5.885 -0.4574
C -0.413 -0.315 -3.409 -0.8452
C 1.439 7.292 5.842 -0.2417
C 1.597 -8.931 1.481 0.1234
C 5.110 2.524 -2.003 -0.2304
C 2.107 -10.215 1.637 -0.3282
C 0.440 6.572 6.496 -0.3885
C 0.139 -13.600 -4.687 -0.4937
C -5.147 3.711 0.894 -0.3349
C 2.163 -11.069 0.536 -0.5687
C -1.790 0.039 -2.527 -0.5361
C -0.999 -2.439 1.777 -0.8699
C 5.229 7.234 2.305 -0.6176
C -2.993 -0.617 -0.124 0.1497
C -0.154 9.041 5.332 -0.4501
C -0.836 -13.697 -5.681 -0.4505
C -4.920 2.745 2.237 -0.6717
C -3.389 -2.148 -0.662 -0.5737
H -0.900 -14.592 -6.295 0.3542
H -2.343 -10.671 -5.258 0.3469
H 3.282 1.329 -1.187 0.1160
H -5.846 2.031 2.266 0.3137
H -3.491 -4.087 1.940 0.3123
H -8.636 6.581 -3.090 0.2652
H -0.305 -1.701 1.145 0.2659
H 6.131 7.745 2.635 0.3898
H 1.323 -3.161 0.719 0.4701
H -8.117 5.205 0.979 0.2965
H -1.006 -4.703 2.031 0.3059
H 8.120 2.013 0.765 0.2218
H 1.767 -11.293 -1.571 0.6345
H 4.546 0.208 -2.119 0.2890
H -0.614 -10.520 -3.465 0.2814
H 0.752 -7.477 0.148 0.1358
H -2.817 2.180 3.109 0.3785
H 3.979 8.979 2.513 0.3904
H -2.875 2.255 1.181 0.3043
H -6.536 2.993 -0.783 0.1125
H 4.151 4.175 1.266 0.4727
H 3.903 1.504 -4.368 0.3826
H -1.015 0.643 -0.447 0.2733
H 8.143 3.824 -1.889 0.2847
H -1.617 -4.225 0.314 0.3551
H -2.040 1.191 -2.699 0.2130
H -8.938 3.625 -1.076 0.2405
H 5.159 3.093 -3.044 0.2819
H -2.484 -12.715 -6.663 0.3574
H 2.451 6.905 5.775 0.4345
H 1.264 -4.883 1.489 0.4343
H -6.697 5.865 -0.164 0.3371
H 0.671 5.613 6.954 0.3622
H -7.924 5.456 -4.515 0.1950
H 7.194 1.741 -2.609 0.1917
H -9.543 4.920 -3.521 0.2761
H 9.192 5.716 2.230 0.1976
H -0.502 0.247 -4.432 0.4537
H 1.188 -0.904 -1.899 -0.0421
H 2.552 -12.078 0.651 0.3825
H -2.169 8.711 6.024 0.3633
H -4.036 -1.979 -1.651 0.5005
H -4.580 0.101 -2.222 0.2453
H 0.887 0.977 -1.930 0.2204
H -2.624 -1.734 3.174 0.5465
H 6.664 4.239 -0.768 0.2976
H -1.639 6.520 7.066 0.3692
H -9.324 5.500 -1.254 0.4282
H 0.874 -8.991 -1.834 0.2919
H -7.379 2.878 0.935 0.3095
H 2.447 2.357 -3.481 0.2023
H -5.053 4.846 1.234 0.3864
H 4.723 3.278 -1.166 0.0242
H -4.944 0.096 1.805 0.4369
H 6.640 1.169 -0.840 0.3383
H -0.366 10.005 4.880 0.4032
H 10.297 4.722 1.016 0.2845
H -4.376 3.452 0.027 0.1640
H -3.834 0.050 3.302 0.3027
H 6.229 5.345 2.005 0.3840
H -1.872 -0.006 1.499 0.5404
H -0.453 -2.491 2.839 0.2967
H -4.642 -2.655 2.329 0.3267
H 1.736 0.073 -4.761 0.3169
H 9.856 3.996 2.721 0.2755
H 1.920 7.801 1.737 0.4629
H 9.544 3.003 -0.109 0.2978
H 2.456 -10.539 2.612 0.4165
H -4.981 3.407 3.227 0.3205
H 0.845 -14.407 -4.520 0.4019
H -0.434 -1.481 -3.659 0.2065
H 2.939 -0.874 -3.620 0.3045
H -2.626 -0.669 -3.001 0.2215
H -0.834 -1.253 -0.918 -0.0667
H -2.426 -2.736 -1.047 0.1472



150
Properties=species:S:1:pos:R:3:mulliken_charge:R:1 method="wB97M-V/def2-TZVPD" total_energy_ev=-190604.52486 de_lowest_kj_mol=58.2 homo_ev="-10.79 / -11.24" total_charge=+2 s2=3.7880 spin_multiplicity=4 e_lumo_ev="-3.7 / -6.2" gap_ev="7.13 / 5.05"
Ge 1.436 -0.532 -1.405 0.7760
Ti -0.201 0.563 0.423 -0.7010
S -4.152 -0.223 2.957 -0.0578
P 0.463 2.872 -1.128 2.8780
P -1.850 -0.236 -1.480 2.2028
P 0.447 -2.104 1.507 1.6743
O -1.723 1.664 1.111 -0.3454
O 1.646 1.078 1.047 -0.1972
O -0.092 0.798 2.872 -0.5412
N 2.394 1.002 -2.037 0.6632
N -6.708 -0.887 2.260 0.1205
N 2.957 -1.487 -2.578 1.2432
N -6.442 -0.854 4.376 0.2597
N -2.840 3.063 2.467 0.6585
N 0.375 -0.923 -2.917 0.4471
N 2.820 -1.678 0.059 0.2096
N 3.417 1.441 2.379 0.6634
C 1.113 4.211 0.054 -0.0993
C 1.188 1.163 3.360 -2.2742
C 6.091 1.328 -2.501 -0.9879
C 3.686 -3.865 -2.728 -0.1456
C 0.969 -4.898 1.136 -1.5229
C 0.178 -3.697 0.611 1.1888
C 3.741 0.777 -2.286 0.0977
C 0.133 -2.717 3.255 0.7812
C -1.226 1.481 3.413 -1.0266
C -3.635 -2.239 -0.612 -1.6674
C -7.936 -1.234 2.804 -0.6341
C 3.393 -2.761 -0.582 0.6564
C -3.440 3.817 1.364 -0.7245
C 4.377 1.372 1.265 -0.7097
C -2.724 -2.570 -2.935 -1.8210
C 4.766 1.729 -2.333 -0.5571
C 2.139 1.221 2.174 -0.4369
C -5.830 -0.774 5.701 -0.7818
C 0.537 5.177 -2.812 -1.5247
C 4.064 -3.835 0.036 -0.9020
C 2.342 -1.923 1.420 -2.0988
C 5.416 -0.961 -2.624 -0.3943
C 1.085 -1.185 -4.082 0.2070
C -3.849 0.859 -3.238 -1.7359
C -0.857 -0.163 -3.044 -2.8490
C 1.384 -2.930 4.108 -1.5573
C -1.333 -4.034 0.704 -1.3264
C 4.110 -0.550 -2.481 0.4884
C 2.431 -1.521 -3.960 0.1577
C 1.907 2.367 -2.170 -1.9262
C 1.360 -1.427 -6.479 -0.9769
C 2.573 4.625 -0.128 -1.8283
C 6.432 -0.011 -2.626 -1.2738
C -3.206 3.456 3.834 -1.0875
C -4.337 0.928 -0.776 -1.2278
C -2.449 -1.984 -1.549 2.6436
C -7.768 -1.219 4.135 -0.2250
C 0.561 -1.132 -5.383 -0.5437
C -5.783 -0.655 3.214 -0.6193
C 3.339 -2.757 -1.993 -0.4124
C 2.704 -1.751 -6.327 -1.1504
C -1.998 2.083 2.246 -0.5477
C 3.964 1.507 3.743 -0.9882
C -0.376 4.041 -2.328 0.2326
C -3.229 0.931 -1.840 1.5430
C 4.258 -4.959 -2.080 -1.1230
C 0.872 4.001 1.556 -1.6569
C -0.893 -1.877 4.018 -1.4231
C -1.002 3.394 -3.564 -1.2215
C 4.507 -4.910 -0.712 -0.9511
C 3.241 -1.778 -5.050 -0.2812
H 0.720 4.970 2.038 0.7921
H 3.850 1.394 0.319 -0.2401
H 0.446 -3.523 -0.434 0.0656
H -0.908 2.252 4.113 0.8361
H 1.100 -3.315 5.090 0.4736
H -1.452 4.178 -4.176 0.6189
H -5.339 -1.711 5.956 0.2665
H -3.449 -1.985 -3.500 0.2272
H -1.483 -0.549 -3.841 1.4152
H -8.798 -1.461 2.203 0.4216
H 0.481 5.054 -0.224 1.1560
H -1.478 -4.920 1.326 0.4665
H 3.365 2.157 4.377 0.3661
H -1.573 -2.502 -1.154 -1.6905
H 0.002 3.382 1.771 0.0100
H -1.187 4.470 -1.729 0.4761
H 2.819 5.416 0.588 0.4428
H 5.035 -5.720 -0.225 0.4762
H 4.548 2.784 -2.242 0.5245
H -4.901 1.863 -0.847 0.4752
H -3.975 0.821 0.249 -0.1139
H 0.641 -5.173 2.141 0.4293
H -3.122 0.862 -4.049 0.2464
H 3.552 -3.871 -3.801 0.6035
H -4.467 -0.034 -3.342 0.3655
H 4.943 0.443 1.332 0.4127
H -3.204 2.592 4.494 0.4061
H 0.927 -1.387 -7.472 0.4301
H -5.094 0.023 5.702 0.2485
H 7.462 -0.316 -2.748 0.4690
H -0.253 2.899 -4.188 0.3122
H 5.651 -2.013 -2.747 0.5415
H -3.708 -3.305 -0.385 0.5079
H -2.544 4.234 4.216 0.3134
H 1.747 3.558 2.031 0.3215
H 1.167 2.136 3.854 0.6844
H -1.814 -2.666 -3.530 0.2588
H -4.222 3.842 3.813 0.3435
H 6.866 2.085 -2.533 0.4449
H -1.330 -2.471 4.824 0.6463
H 4.963 1.928 3.690 0.3892
H 1.605 2.554 -3.206 0.5130
H 1.533 0.421 4.085 0.4858
H 2.697 3.080 -1.968 0.1603
H -6.612 -0.559 6.425 0.3452
H -1.715 -1.529 3.392 0.0537
H 3.328 -1.957 -7.186 0.4749
H -3.222 4.875 1.503 0.4107
H -6.489 -0.798 1.282 0.1653
H 4.299 -1.969 -4.908 0.5716
H 1.921 -1.990 4.280 0.2179
H -1.861 0.765 3.936 0.3792
H 2.773 -2.816 1.855 1.0804
H -3.034 3.476 0.419 -0.0326
H 0.772 -5.762 0.495 0.4643
H -4.505 1.720 -3.392 0.4333
H -8.462 -1.423 4.932 0.4300
H 3.246 3.785 0.073 0.2407
H 2.802 5.007 -1.122 0.3892
H -3.586 -1.697 0.338 0.3263
H 5.057 2.219 1.333 0.4599
H 2.086 -3.644 3.676 0.2807
H 2.040 -4.760 1.155 0.1705
H -0.327 -3.693 3.099 0.6330
H -5.045 0.118 -0.962 0.3796
H 4.552 -5.825 -2.658 0.4617
H 4.267 -3.805 1.097 0.6528
H -0.471 -0.853 -5.544 0.4762
H -2.709 1.889 -1.734 -0.5153
H -0.027 5.814 -3.497 0.5254
H -0.669 0.888 -3.285 0.1145
H 0.917 5.822 -2.023 0.3551
H -4.520 3.672 1.361 0.3221
H 4.031 0.514 4.189 0.3129
H -3.143 -3.575 -2.825 0.5380
H 1.389 4.786 -3.376 0.2424
H -1.781 2.674 -3.339 0.0156
H -1.756 -4.258 -0.275 0.4979
H -0.423 -1.004 4.480 0.0964
H -4.567 -1.958 -1.110 0.4043
H -1.939 -3.235 1.141 0.1868
H 2.629 -1.094 2.065 -0.2688